[1]
C26H45N2O14S2 | the ωB97M-V functional and the def2-TZVPD basis

Last column: Mulliken charge in e.
Positions of all 89 atoms, in Å:
C (-2.307042, -2.608772, -3.016518)  -1.2226
C (-1.466987, -2.329003, -4.226271)  -0.5948
S (-1.373401, -3.669803, -5.437855)  1.1937
O (-2.248508, -4.729092, -5.059187)  -0.6648
O (-1.814695, -3.046655, -6.645902)  -0.7844
N (0.188125, -4.059968, -5.668580)  -0.5318
S (0.797490, -5.325304, -4.844737)  1.3830
O (2.184039, -5.370672, -5.192445)  -0.7521
O (0.177256, -6.573236, -5.128105)  -0.7442
C (0.773822, -5.211734, -3.043625)  -1.0485
C (1.989080, -4.517072, -2.495708)  -0.9332
C (1.710053, -3.592409, -1.353830)  0.0738
C (0.908250, -4.208842, -0.222025)  -0.7547
N (1.027005, -5.652235, -0.148616)  -0.6819
H (-3.269781, -2.173890, -3.150249)  0.4734
H (-1.861230, -2.147187, -2.173381)  0.2350
H (-2.400775, -3.639278, -2.805972)  0.5064
H (-1.884078, -1.503636, -4.725914)  0.4020
H (-0.478377, -2.153397, -3.905381)  0.2597
H (0.795620, -6.213297, -2.735087)  0.3503
H (-0.099937, -4.758048, -2.655693)  0.3460
H (2.766468, -5.171129, -2.231650)  0.2353
H (2.373607, -3.933568, -3.290140)  0.6222
H (2.601265, -3.211393, -0.948722)  0.2261
H (1.167147, -2.754298, -1.703123)  0.1144
H (-0.091234, -3.866681, -0.294185)  0.3968
H (1.293212, -3.824356, 0.681923)  0.4893
H (0.847248, -5.949152, 0.777502)  0.2887
H (0.265796, -6.021438, -0.660104)  0.1838
O (-0.910963, -3.934249, 2.280309)  -0.5884
C (-0.620809, -2.874801, 2.707906)  0.6427
O (0.536308, -2.645083, 3.363808)  -0.3759
C (0.552219, -1.291176, 3.868468)  -0.6387
C (-0.432971, -0.523653, 3.003975)  0.6255
C (-1.458330, -1.608399, 2.666361)  -0.5752
H (0.251815, -1.314663, 4.919352)  0.3266
H (1.559669, -0.890982, 3.799401)  0.2925
H (-0.855313, 0.344604, 3.500886)  -0.0396
H (0.064827, -0.175701, 2.094914)  -0.0919
H (-2.238879, -1.680279, 3.426522)  0.2584
H (-1.896999, -1.476244, 1.692074)  0.3066
O (-2.444776, 0.958863, 5.006213)  -0.5766
C (-2.133137, 1.999217, 5.469945)  0.6092
O (-0.975552, 2.186927, 6.130798)  -0.3473
C (-0.928899, 3.523767, 6.678395)  -0.4701
C (-1.903578, 4.334312, 5.838241)  -0.2430
C (-2.949422, 3.280229, 5.468235)  -0.5377
H (-1.225629, 3.474113, 7.729390)  0.3198
H (0.084588, 3.904474, 6.616996)  0.2989
H (-2.309243, 5.197700, 6.361593)  0.3883
H (-1.407736, 4.689465, 4.943382)  0.0301
H (-3.731693, 3.195876, 6.223749)  0.2732
H (-3.388145, 3.455953, 4.493052)  0.2926
O (1.898735, -0.178380, 0.936220)  -0.6078
C (2.647536, 0.084075, 0.058227)  0.2445
O (2.795765, -0.666945, -1.044847)  -0.2139
C (3.876689, -0.156381, -1.852609)  -0.5187
C (4.019428, 1.307773, -1.444464)  -0.6675
C (3.611417, 1.257931, 0.024973)  0.2645
H (4.773054, -0.743032, -1.643805)  0.2796
H (3.622876, -0.268107, -2.901012)  0.3779
H (5.014927, 1.709112, -1.618639)  0.3830
H (3.310586, 1.918926, -2.002934)  0.2705
H (4.459634, 1.031175, 0.672325)  0.3917
H (3.119593, 2.164791, 0.354740)  -0.3348
O (0.712102, 4.735600, 4.126203)  -0.5628
C (1.397488, 5.041018, 3.214882)  0.3815
O (1.531254, 4.281125, 2.113706)  -0.2771
C (2.513933, 4.860323, 1.227683)  -0.4050
C (2.577482, 6.333255, 1.609788)  -0.6047
C (2.271545, 6.278302, 3.107818)  -0.3812
H (3.465433, 4.348234, 1.384790)  0.2616
H (2.201633, 4.710387, 0.198687)  0.3438
H (3.527024, 6.801125, 1.365149)  0.3287
H (1.791667, 6.883847, 1.094611)  0.2804
H (3.170187, 6.123806, 3.705427)  0.2793
H (1.738971, 7.156838, 3.452186)  0.3033
O (-4.567924, -0.671008, -3.747113)  -0.5597
C (-4.080108, 0.382354, -3.548311)  0.4793
O (-2.982161, 0.582657, -2.788145)  -0.2459
C (-2.713554, 1.998066, -2.673292)  -0.4402
C (-3.399960, 2.637974, -3.868588)  -0.5464
C (-4.599459, 1.713782, -4.068686)  -0.5275
H (-3.122056, 2.353244, -1.727915)  0.2748
H (-1.638964, 2.158081, -2.673469)  0.3074
H (-3.662009, 3.681149, -3.707150)  0.3248
H (-2.749003, 2.587977, -4.740745)  0.2827
H (-5.456435, 2.013654, -3.465144)  0.2823
H (-4.884116, 1.632550, -5.110929)  0.3049

Forces on the atoms, in the same order (eV/Å):
-0.14 0.13 -0.20
0.06 -1.48 0.53
0.62 0.23 -1.31
-0.36 -1.27 1.54
0.02 1.24 -1.42
-0.74 -0.29 1.94
0.20 0.22 -1.11
1.75 0.78 -0.03
-1.77 -1.24 -0.06
0.66 0.79 -0.56
-0.38 1.01 -0.26
-0.75 -0.92 0.25
0.77 -0.09 -0.33
0.50 0.11 -0.31
-0.67 -0.12 0.09
0.44 0.56 1.04
-0.13 -1.26 0.13
-0.13 1.04 -0.97
1.33 0.46 0.01
-0.26 -1.52 0.15
-1.27 0.48 0.04
0.83 -1.25 0.27
0.69 0.73 -0.89
1.45 0.46 0.36
-0.63 1.09 -0.47
-1.31 0.16 0.01
0.31 0.57 1.20
-0.08 -0.23 1.18
-0.68 -0.77 -0.79
-0.27 -1.61 -0.53
-0.28 1.29 0.47
0.30 0.29 0.20
-0.01 0.15 0.01
-0.16 0.13 -0.30
0.66 0.40 0.29
-0.04 -0.02 -0.02
0.13 -0.19 -0.07
0.00 -0.15 0.14
-0.09 -0.21 0.20
-0.04 -0.04 -0.05
-0.30 -0.14 -0.28
-0.31 -1.32 -0.53
-0.29 1.07 0.47
0.29 0.34 0.24
-0.02 0.09 0.00
-0.35 -0.08 0.05
0.54 0.43 0.07
-0.04 -0.05 -0.02
0.14 -0.17 -0.10
-0.01 -0.04 0.13
0.12 0.01 -0.08
-0.07 -0.08 -0.06
-0.20 -0.18 -0.04
-0.81 -0.37 0.70
0.93 0.37 -0.29
0.18 0.19 -0.27
-0.01 0.14 -0.11
0.04 -0.03 0.15
0.09 0.08 -0.61
-0.01 0.00 0.06
-0.16 -0.20 -0.02
0.07 -0.08 -0.02
-0.04 -0.02 -0.06
-0.06 0.01 0.11
-0.06 -0.01 0.28
-0.95 -0.46 1.08
0.99 0.57 -0.54
0.18 -0.01 -0.46
0.02 0.09 -0.02
0.03 0.01 0.22
-0.03 0.04 -0.69
-0.01 0.00 0.06
-0.15 -0.17 0.01
0.09 -0.06 -0.01
-0.05 0.00 -0.04
-0.03 0.01 0.09
-0.01 0.00 0.28
-0.56 -1.12 -0.13
-0.28 1.27 -0.17
0.36 0.39 0.20
0.06 -0.13 -0.07
-0.20 0.00 -0.09
0.61 0.35 -0.05
-0.06 -0.02 0.11
0.07 -0.21 0.06
0.00 0.03 0.10
0.04 -0.02 -0.02
-0.07 -0.05 -0.03
-0.24 -0.16 -0.01

## Properties
* LUMO level: 1.3 eV
* total charge: -1

***

[2]
C26H45N3O12 | the ωB97M-V functional and the def2-TZVPD basis

Last column: Mulliken charge in e.
Positions of all 86 atoms, in Å:
C (16.865506, 18.066141, 13.533630)  -1.1711
C (17.823979, 16.874370, 13.323620)  0.5255
C (17.596276, 16.072274, 12.051613)  -0.0958
O (18.804115, 16.189971, 11.372806)  -0.3832
C (19.674773, 16.967693, 11.957237)  0.6634
O (20.812652, 17.139524, 11.598029)  -0.5959
O (19.164230, 17.378093, 13.043688)  -0.4409
H (17.184547, 18.703197, 14.357944)  0.5279
H (15.825661, 17.791042, 13.654329)  -0.1370
H (16.922652, 18.780674, 12.760895)  0.5364
H (17.887465, 16.229077, 14.196913)  0.2722
H (16.717105, 16.380758, 11.423078)  0.0373
H (17.360180, 15.049118, 12.318230)  0.2411
C (9.192947, 22.977828, 14.371455)  -1.0152
C (8.177913, 24.028382, 13.890287)  0.5863
C (7.346466, 23.375433, 12.745251)  0.1222
O (6.027263, 23.610737, 13.155749)  -0.4271
C (6.028214, 24.056029, 14.454551)  0.5541
O (4.997467, 24.336880, 15.076622)  -0.5901
O (7.231880, 24.175173, 14.922809)  -0.3715
H (9.972411, 23.282735, 15.035503)  0.5165
H (9.658592, 22.490356, 13.548171)  -0.3536
H (8.747838, 22.151414, 14.913122)  0.4228
H (8.629557, 24.995793, 13.686228)  0.3523
H (7.593991, 22.331142, 12.521972)  0.0671
H (7.344944, 23.902159, 11.792886)  0.0185
C (11.767411, 15.654478, 12.838776)  -0.5926
O (12.086200, 16.863575, 12.255139)  0.0260
C (13.266181, 17.105380, 11.776499)  0.6251
O (14.305875, 16.263910, 11.848026)  -0.6502
O (13.307004, 18.227868, 11.064551)  -0.0916
C (14.472965, 18.556240, 10.443589)  -0.7990
H (10.685288, 15.764223, 13.152028)  0.0809
H (12.329016, 15.516936, 13.802440)  0.0579
H (11.981349, 14.809965, 12.224230)  0.4463
H (15.193671, 18.941770, 11.162092)  0.0659
H (14.389430, 19.338596, 9.693913)  0.2733
H (14.824852, 17.717944, 9.865616)  0.4383
C (10.026130, 19.468888, 16.954919)  -0.7358
O (9.431077, 19.800213, 15.709501)  -0.2291
C (9.700881, 19.009851, 14.656257)  0.6669
O (10.494124, 17.784275, 14.760542)  -0.5782
O (9.226801, 19.434054, 13.498162)  -0.1088
C (9.266599, 18.493139, 12.439689)  -0.8362
H (9.489399, 18.684295, 17.453992)  0.3300
H (9.861143, 20.193887, 17.745423)  0.3185
H (11.124394, 19.297230, 16.932880)  0.2355
H (9.032077, 17.515553, 12.789173)  0.4502
H (10.261216, 18.631622, 12.007777)  0.1374
H (8.583997, 18.770157, 11.703505)  0.3601
C (11.024878, 20.838094, 9.522311)  -1.3039
C (9.719280, 21.138782, 10.208011)  1.3639
C (9.211663, 22.503432, 9.903403)  -0.9178
C (9.926172, 23.458987, 10.721485)  0.4212
N (10.528450, 24.201636, 11.433490)  -0.5803
H (11.355048, 19.770384, 9.625124)  0.1494
H (11.894907, 21.522414, 9.755688)  0.1902
H (10.939972, 20.947369, 8.459630)  0.5630
H (9.769112, 21.066378, 11.280708)  -0.9841
H (9.013513, 20.345862, 9.820644)  0.4501
H (8.171802, 22.649436, 10.116955)  0.3655
H (9.307413, 22.828059, 8.873293)  0.4905
C (13.087438, 20.215689, 13.674955)  -0.4929
C (12.522011, 21.161744, 12.578453)  2.1228
C (13.413219, 22.319729, 12.257481)  -0.6707
C (14.789072, 21.973808, 11.791117)  0.1359
N (15.885459, 21.738284, 11.473162)  -0.5414
H (13.150557, 20.712182, 14.631581)  0.6128
H (14.148574, 20.044211, 13.414718)  0.1255
H (12.471557, 19.276739, 13.740641)  -0.2883
H (11.564051, 21.486541, 12.812418)  -1.0504
H (12.479531, 20.573721, 11.683294)  -0.6760
H (13.541391, 23.016103, 13.109071)  0.4662
H (12.914650, 22.900933, 11.450046)  0.2533
C (14.192057, 14.857425, 16.580625)  -1.5276
C (14.602598, 15.883996, 15.522760)  -0.4088
C (13.805096, 17.202752, 15.568240)  1.9271
C (13.996730, 18.125548, 16.674372)  -0.1386
N (14.125653, 18.835811, 17.577611)  -0.6112
H (14.532359, 15.105948, 17.570287)  0.3749
H (14.691991, 13.900689, 16.298237)  0.4094
H (13.078541, 14.655150, 16.605078)  0.2867
H (14.571839, 15.491989, 14.501593)  0.3969
H (15.645222, 16.105494, 15.668407)  0.4897
H (12.733274, 17.015613, 15.662209)  0.1702
H (14.004477, 17.739258, 14.656206)  -1.3263

Forces on the atoms, in the same order (eV/Å):
0.88 -0.36 0.98
-0.14 1.36 -0.63
-2.00 -0.06 0.00
-0.57 -1.89 -3.05
2.56 -1.03 -1.17
-0.89 0.24 -0.13
-1.29 2.32 4.46
-0.03 -0.46 0.58
-0.03 -0.38 0.05
0.11 0.43 -1.62
0.07 0.14 0.10
0.98 0.22 0.55
0.39 -0.47 -0.19
-0.16 -0.07 0.18
1.47 -2.28 -0.16
0.22 1.54 -0.77
-0.94 -0.35 1.46
-4.84 0.68 0.87
2.83 -0.98 -1.82
0.64 0.60 0.73
0.50 0.89 0.31
0.54 -0.10 -0.94
-0.82 0.04 0.03
-0.06 -0.05 -0.30
-0.27 -0.06 0.63
0.88 0.17 -0.08
-0.98 -0.76 3.19
0.01 2.15 -1.00
5.68 -4.36 -0.84
-5.09 4.15 0.07
-3.00 -0.55 1.55
2.63 0.56 -1.16
1.27 -0.37 -0.62
-0.37 0.15 -0.89
-0.01 -0.46 -0.70
0.28 -0.36 -0.02
-0.96 0.32 0.23
0.59 -0.50 0.19
1.09 -0.51 1.61
0.24 -0.49 -2.22
4.42 -6.13 1.46
-4.83 7.34 -0.51
-0.53 0.49 2.40
1.93 0.18 -0.13
0.01 -1.27 -0.55
-0.14 1.30 -0.87
-0.89 -0.14 -0.46
0.25 -0.74 0.25
-0.03 -0.86 -0.03
-1.43 0.80 -0.91
2.04 -0.38 0.01
-0.56 -1.90 -0.96
-0.20 1.14 -0.41
2.81 3.61 3.11
-2.42 -2.99 -2.83
-0.22 0.96 0.39
-0.99 -0.72 0.22
-0.45 0.17 -0.78
0.12 -0.42 0.50
0.36 0.95 0.58
-0.75 -0.20 0.27
0.24 -0.23 -0.39
-0.13 0.12 -0.82
2.17 -1.98 0.52
0.54 1.57 -0.46
1.09 -0.31 -0.14
-1.98 0.28 0.48
-0.33 0.10 0.49
-0.45 -0.56 0.03
0.79 0.82 0.04
-1.78 0.78 0.46
-0.36 -0.43 -0.51
-0.09 -0.32 -0.34
0.50 -0.11 0.47
-0.65 -1.24 -1.14
-0.25 0.33 0.65
-0.41 -0.46 0.06
0.88 0.40 1.14
-0.20 -0.46 -0.75
0.02 0.31 0.40
-0.44 0.50 0.38
1.17 0.33 -0.05
-0.44 -0.03 0.13
0.60 0.24 0.16
-0.19 -0.25 -0.64
-0.21 0.34 -0.37

## Properties
* LUMO level: 0.0 eV
* SMILES: C[C@H]1COC(=O)O1.C[C@H]1COC(=O)O1.COC(=O)OC.COC(=O)OC.CCCC#N.CCCC#N.CCCC#N
* total charge: 0
* energy relative to the best compared isomer or geometry (same formula, charge and spin): 0.0 kJ/mol

***

Question: Among the records above, which one has the highest LUMO level?
Answer: C26H45N2O14S2

***

Question: Number 2 is which compound?
Answer: C26H45N3O12

***

Question: Which of these has the lowest LUMO level?
Answer: C26H45N3O12

***

Question: What is the total charge in the first record?
Answer: -1